Record 1
ORCA calculation (the ωB97M-V functional and the def2-TZVPD basis) on a 2-piece molecular cluster, C5H16N2O overall.

```
24
Properties=species:S:1:pos:R:3:forces:R:3
C 0.121 -1.075 -1.944 -2.6449 0.4324 0.1664
N 0.578 -0.526 -0.662 1.0448 -0.0915 -0.8532
C 2.041 -0.586 -0.671 -0.7188 -0.4490 2.9496
C 0.339 1.970 -1.160 -0.1071 -0.1450 -1.0604
C -0.021 0.776 -0.295 1.2806 -1.9038 0.6577
C -1.507 0.493 -0.129 -2.2115 -0.3936 0.5426
N -1.940 0.345 1.302 2.0843 -0.2411 -0.3119
H -0.835 -1.656 -1.750 1.1597 0.1861 -0.4303
H -0.226 -0.284 -2.645 0.3961 -0.1721 0.1682
H 0.825 -1.686 -2.493 0.3580 -0.1846 0.3114
H 2.510 -0.250 0.313 -0.8286 -0.0923 -1.0117
H 2.214 -1.658 -0.681 0.7214 -0.0563 -0.5103
H 2.488 -0.035 -1.452 0.7860 0.4718 -1.2319
H 1.410 2.072 -1.413 -0.2320 -0.1134 0.6459
H -0.124 1.941 -2.160 -0.2308 -0.0193 0.4334
H -0.021 2.861 -0.661 0.0423 0.3994 -0.0093
H 0.470 0.906 0.702 -0.7263 0.3366 -0.4248
H -1.905 -0.512 -0.579 1.0428 2.1666 0.2098
H -2.056 1.374 -0.508 0.0686 -0.5827 -0.4888
H -1.443 1.075 1.813 -0.6267 0.0435 0.1994
H -2.931 0.477 1.345 -0.5646 0.2879 0.1950
H -0.306 -1.171 2.423 0.8746 0.1596 -0.1521
H -0.195 -1.473 3.863 1.7475 0.3108 -1.3393
O 0.427 -1.308 3.074 -2.7157 -0.3500 1.3446
```
Positions in Å, forces in eV/Å.

Properties
Multiplicity: 2
HOMO level (alpha / beta) in eV: 1.34 / -5.05
Net charge: -1
⟨S²⟩: 0.750
E_LUMO (alpha / beta) in eV: 3.79 / 3.74

=====

Record 2
ORCA calculation (the ωB97M-V functional and the def2-TZVPD basis) on a 2-piece molecular cluster, C5H16N2O overall.

```
24
Properties=species:S:1:pos:R:3:forces:R:3
N 1.752 -0.290 1.225 -0.7042 -1.3293 -4.4680
C -0.587 -1.510 -0.088 0.7248 -2.1331 1.8835
C -0.153 -0.169 -0.435 -1.0718 2.0519 -1.6506
C 0.638 0.475 0.689 2.6505 2.0340 -1.2780
C 1.381 1.763 0.145 -0.7563 1.8571 1.2357
N 0.321 2.811 -0.251 1.3619 -0.0990 -0.2749
C -0.733 3.319 0.652 -0.5445 -2.8146 0.3127
H 1.794 -0.261 2.153 0.8983 0.0135 4.3186
H 2.624 -0.335 0.668 -1.1090 0.3316 0.9621
H -0.584 -2.112 -0.969 -1.4084 -0.5941 -0.6778
H 0.378 -1.948 0.320 -1.3427 0.1735 0.5612
H -1.454 -1.589 0.633 0.9928 -0.2867 -0.9281
H 0.172 -0.308 -1.500 1.3909 0.7787 1.0722
H -0.930 0.591 -0.655 -0.2644 -0.5815 0.3738
H -0.094 0.801 1.469 0.8874 -0.6818 -0.2921
H 2.172 2.158 1.033 -2.0179 -0.9425 -2.3626
H 1.979 1.459 -0.800 -0.9810 0.7322 1.5544
H 0.720 3.519 -0.875 -0.3550 -0.3667 0.5906
H -0.615 4.163 1.323 0.7918 0.1964 0.0640
H -1.661 3.475 0.111 0.0491 0.4875 -0.6608
H -1.104 2.432 1.268 0.8028 1.1640 -0.3376
H -2.309 -5.461 -1.746 0.3726 -0.6797 -0.3939
H -1.866 -6.929 -2.007 -0.1419 -0.6702 0.4941
O -1.840 -6.054 -2.364 -0.2259 1.3587 -0.0985
```
Positions in Å, forces in eV/Å.

Properties
Multiplicity: 1
HOMO level in eV: -8.41
SMILES string: CC[C@@H](N)CNC.O
E_LUMO in eV: 0.95

=====

Energy values (in eV) by entry order: -10469.518, -10469.626.
Max |F| values (in eV/A) by entry order: 3.07, 4.71.
Energy relative to the best compared isomer or geometry (same formula, charge and spin) values (in kcal/mol) by entry order: 30.0, 66.8.